Density functional theory data (ωB97M-V/def2-TZVPD) for the molecule C4H7NO at a distorted geometry.

Maximum force: 0.025 Eh/bohr
Total charge: 0
Molar mass: 85.11 g mol⁻¹
HOMO energy: -9.009 eV
ΔE to the lowest compared entry with this formula, charge and spin: 67.2 kcal/mol
Calculated total energy: -286.5246 Eh
SMILES string: C[C@H]1NCC1=O
HOMO-LUMO gap: 10.0 eV

Last column: Löwdin charge in e.
Cartesian coordinates (Å):
1 C 1.26 0.53 0.35  -0.02
2 C -0.38 0.82 0.26  -0.24
3 N -1.10 0.37 -0.92  -0.02
4 C -0.77 -1.03 -0.61  -0.10
5 C -0.51 -0.53 0.84  -0.44
6 O -0.37 -1.01 1.93  0.09
7 H 1.68 0.80 -0.61  0.07
8 H 1.66 -0.49 0.58  0.10
9 H 1.60 1.12 1.19  0.08
10 H -0.71 1.81 0.62  0.15
11 H -0.85 0.77 -1.83  0.11
12 H 0.08 -1.43 -1.19  0.12
13 H -1.61 -1.73 -0.62  0.11